1.
{"formula": "C78H164N21O29P5", "method": "wB97M-V/def2-TZVPD", "lumo_ev": -0.215, "max_force_ev_per_a": 4.8, "energy_ev": -220662.127, "orbital_gap_ev": 8.216, "elements": ["C", "C", "O", "C", "O", "O", "H", "H", "H", "H", "C", "C", "O", "C", "O", "O", "H", "H", "H", "H", "C", "C", "O", "C", "O", "O", "H", "H", "H", "H", "C", "C", "O", "C", "O", "O", "H", "H", "H", "H", "C", "C", "O", "C", "O", "O", "H", "H", "H", "H", "C", "C", "O", "C", "O", "O", "H", "H", "H", "H", "C", "C", "O", "C", "O", "O", "H", "H", "H", "H", "C", "C", "O", "C", "O", "O", "H", "H", "H", "H", "C", "C", "C", "C", "N", "H", "H", "H", "H", "H", "H", "H", "C", "C", "C", "C", "N", "H", "H", "H", "H", "H", "H", "H", "C", "C", "C", "C", "N", "H", "H", "H", "H", "H", "H", "H", "C", "C", "C", "C", "N", "H", "H", "H", "H", "H", "H", "H", "C", "C", "C", "C", "N", "H", "H", "H", "H", "H", "H", "H", "C", "C", "C", "C", "N", "H", "H", "H", "H", "H", "H", "H", "O", "P", "N", "C", "C", "N", "C", "C", "N", "C", "C", "H", "H", "H", "H", "H", "H", "H", "H", "H", "H", "H", "H", "H", "H", "H", "H", "H", "H", "O", "P", "N", "C", "C", "N", "C", "C", "N", "C", "C", "H", "H", "H", "H", "H", "H", "H", "H", "H", "H", "H", "H", "H", "H", "H", "H", "H", "H", "O", "P", "N", "C", "C", "N", "C", "C", "N", "C", "C", "H", "H", "H", "H", "H", "H", "H", "H", "H", "H", "H", "H", "H", "H", "H", "H", "H", "H", "O", "P", "N", "C", "C", "N", "C", "C", "N", "C", "C", "H", "H", "H", "H", "H", "H", "H", "H", "H", "H", "H", "H", "H", "H", "H", "H", "H", "H", "O", "P", "N", "C", "C", "N", "C", "C", "N", "C", "C", "H", "H", "H", "H", "H", "H", "H", "H", "H", "H", "H", "H", "H", "H", "H", "H", "H", "H"], "positions_angstrom": [[-2.281, -6.452, -1.981], [-1.750, -5.017, -2.098], [-0.476, -5.365, -2.692], [-0.512, -6.611, -3.314], [0.301, -7.113, -4.114], [-1.678, -7.197, -3.040], [-3.358, -6.454, -2.144], [-2.049, -6.880, -1.006], [-1.509, -4.613, -1.115], [-2.427, -4.419, -2.708], [3.486, 0.803, 3.346], [4.947, 0.599, 2.971], [5.152, 1.198, 1.781], [3.965, 1.449, 1.169], [3.823, 1.821, -0.009], [2.974, 1.147, 2.074], [3.374, 1.648, 4.025], [3.070, -0.117, 3.756], [5.217, -0.454, 3.050], [5.478, 1.077, 3.794], [-4.292, 0.237, 5.225], [-3.815, -1.189, 4.862], [-2.862, -0.987, 3.905], [-2.879, 0.224, 3.384], [-2.262, 0.644, 2.395], [-3.626, 0.991, 4.200], [-4.003, 0.437, 6.256], [-5.346, 0.437, 5.029], [-4.608, -1.837, 4.490], [-3.493, -1.658, 5.792], [0.262, 0.811, 0.680], [-0.816, 1.209, -0.284], [-1.171, -0.049, -0.827], [-0.710, -1.027, -0.082], [-1.148, -2.174, -0.163], [0.087, -0.603, 0.871], [0.185, 1.395, 1.597], [1.185, 1.033, 0.143], [-0.388, 1.903, -1.007], [-1.674, 1.674, 0.201], [0.857, -2.074, 3.859], [0.124, -3.384, 3.757], [-0.588, -3.434, 4.946], [-0.130, -2.451, 5.866], [-0.496, -2.352, 7.034], [0.837, -1.773, 5.255], [0.366, -1.343, 3.216], [1.878, -2.289, 3.545], [0.726, -4.222, 3.404], [-0.654, -3.262, 3.003], [-3.824, -2.864, 1.153], [-3.747, -4.204, 1.909], [-5.091, -4.592, 1.830], [-5.880, -3.515, 1.765], [-7.091, -3.450, 2.119], [-5.156, -2.449, 1.446], [-3.774, -2.975, 0.070], [-3.103, -2.143, 1.539], [-3.422, -4.121, 2.946], [-3.044, -4.810, 1.337], [-1.669, 3.676, 5.314], [-2.244, 5.058, 5.297], [-2.438, 5.341, 3.884], [-1.938, 4.262, 3.149], [-2.127, 4.125, 1.935], [-1.288, 3.423, 3.969], [-2.373, 2.960, 5.737], [-0.763, 3.579, 5.912], [-1.668, 5.899, 5.684], [-3.199, 4.997, 5.820], [2.300, -0.620, -5.831], [2.218, -0.257, -4.313], [1.162, 0.719, -4.361], [0.865, 1.042, -5.599], [0.018, 1.913, -5.867], [1.726, 0.481, -6.472], [1.907, -1.589, -6.137], [3.355, -0.666, -6.101], [3.070, 0.223, -3.831], [1.950, -1.149, -3.747], [-1.693, -1.528, -5.415], [-1.541, -1.936, -3.932], [-2.908, -1.737, -3.239], [-3.473, -0.416, -2.913], [-3.931, 0.625, -2.600], [-1.928, -0.474, -5.564], [-2.453, -2.115, -5.930], [-0.769, -1.719, -5.961], [-0.882, -1.336, -3.304], [-1.247, -2.985, -3.975], [-2.832, -2.161, -2.238], [-3.635, -2.267, -3.855], [2.483, 5.237, -4.948], [3.335, 4.150, -4.306], [4.626, 3.772, -5.080], [5.505, 4.890, -5.300], [6.070, 5.856, -5.494], [2.451, 5.107, -6.029], [3.065, 6.135, -4.735], [1.485, 5.366, -4.529], [2.724, 3.252, -4.221], [3.636, 4.447, -3.301], [4.366, 3.526, -6.109], [5.118, 2.923, -4.607], [-7.557, 3.200, 0.648], [-6.373, 2.250, 0.823], [-5.104, 2.799, 1.560], [-5.370, 3.356, 2.888], [-5.543, 3.746, 3.961], [-8.484, 2.758, 0.282], [-7.246, 3.850, -0.169], [-7.775, 3.721, 1.581], [-6.063, 1.845, -0.140], [-6.657, 1.466, 1.525], [-4.716, 3.650, 0.999], [-4.314, 2.049, 1.512], [-3.272, 4.932, -4.564], [-2.302, 4.930, -3.397], [-2.755, 4.129, -2.164], [-4.029, 4.617, -1.651], [-5.076, 5.007, -1.289], [-2.913, 5.368, -5.497], [-4.079, 5.606, -4.278], [-3.741, 3.959, -4.704], [-2.128, 5.967, -3.110], [-1.398, 4.643, -3.934], [-2.058, 4.218, -1.330], [-2.934, 3.096, -2.462], [1.822, -4.118, -0.350], [2.994, -3.749, 0.594], [3.472, -2.320, 0.717], [3.612, -1.646, -0.600], [3.750, -1.076, -1.601], [0.965, -3.475, -0.149], [1.568, -5.168, -0.209], [1.980, -3.904, -1.407], [3.797, -4.333, 0.144], [2.869, -4.175, 1.590], [4.429, -2.209, 1.228], [2.710, -1.815, 1.309], [-0.862, 8.712, 0.792], [-1.314, 7.251, 0.575], [-0.240, 6.258, 0.293], [0.548, 6.544, -0.908], [1.172, 6.865, -1.833], [-1.758, 9.296, 1.004], [-0.355, 9.159, -0.063], [-0.194, 8.767, 1.651], [-2.046, 7.153, -0.227], [-1.865, 6.858, 1.429], [-0.646, 5.249, 0.211], [0.457, 6.188, 1.128], [-4.526, -4.152, -1.972], [-5.802, -4.494, -2.632], [-6.508, -5.990, -2.226], [-6.928, -6.187, -0.820], [-6.077, -7.249, -2.855], [-7.068, -3.349, -2.341], [-6.699, -1.921, -2.238], [-8.457, -3.649, -2.407], [-5.850, -4.410, -4.368], [-4.584, -4.621, -5.093], [-7.116, -4.409, -5.143], [-7.432, -5.283, -0.479], [-6.058, -6.188, -0.165], [-7.482, -7.098, -0.591], [-6.794, -8.036, -2.620], [-5.080, -7.524, -2.512], [-6.024, -7.058, -3.927], [-6.785, -1.486, -3.234], [-7.349, -1.346, -1.579], [-5.628, -1.881, -2.044], [-8.826, -3.597, -1.382], [-8.903, -2.919, -3.082], [-8.673, -4.635, -2.817], [-3.722, -4.507, -4.436], [-4.444, -5.552, -5.643], [-4.521, -3.729, -5.716], [-7.759, -5.214, -4.787], [-6.948, -4.611, -6.201], [-7.507, -3.392, -5.135], [4.103, -2.985, -6.795], [5.000, -3.403, -5.748], [4.226, -3.733, -4.259], [4.874, -3.919, -2.931], [2.741, -3.757, -4.240], [6.170, -2.270, -5.272], [7.370, -2.599, -4.614], [5.865, -0.790, -5.215], [5.864, -4.845, -6.039], [5.316, -6.089, -5.501], [6.961, -4.937, -7.013], [4.190, -3.721, -2.105], [5.733, -3.253, -2.855], [5.182, -4.955, -2.785], [2.287, -3.438, -5.178], [2.375, -3.106, -3.446], [2.452, -4.762, -3.934], [7.394, -2.197, -3.601], [7.354, -3.675, -4.441], [8.187, -2.235, -5.236], [5.128, -0.625, -4.430], [6.743, -0.160, -5.072], [5.367, -0.475, -6.133], [5.828, -6.396, -4.589], [4.235, -6.198, -5.412], [5.393, -6.868, -6.259], [6.715, -5.703, -7.748], [7.893, -5.110, -6.476], [7.125, -3.963, -7.473], [-1.659, -6.438, 1.809], [-1.980, -7.873, 2.009], [-1.027, -9.023, 1.159], [0.177, -8.657, 0.442], [-1.294, -10.498, 1.257], [-3.667, -8.316, 1.743], [-4.760, -7.776, 2.626], [-4.119, -8.778, 0.500], [-1.570, -8.290, 3.601], [-0.552, -7.498, 4.275], [-1.851, -9.512, 4.221], [0.152, -7.652, 0.022], [0.414, -9.284, -0.417], [1.034, -8.810, 1.098], [-2.116, -10.703, 1.943], [-0.499, -11.025, 1.785], [-1.365, -10.967, 0.276], [-4.927, -6.726, 2.384], [-5.712, -8.269, 2.429], [-4.541, -7.771, 3.693], [-4.218, -7.936, -0.185], [-3.430, -9.479, 0.029], [-5.111, -9.211, 0.626], [-0.680, -6.436, 4.063], [-0.498, -7.684, 5.347], [0.399, -7.932, 3.968], [-1.938, -9.407, 5.302], [-0.986, -10.165, 4.105], [-2.752, -10.095, 4.026], [5.932, 7.561, 1.923], [5.070, 7.015, 0.836], [5.813, 6.724, -0.658], [5.127, 6.274, -1.892], [7.149, 7.230, -0.875], [3.704, 7.937, 0.544], [3.614, 8.882, -0.666], [2.839, 8.231, 1.711], [4.416, 5.508, 1.287], [3.249, 4.889, 0.605], [5.437, 4.536, 1.739], [5.407, 6.913, -2.730], [4.038, 6.277, -1.852], [5.384, 5.252, -2.170], [7.796, 6.363, -1.006], [7.475, 7.765, 0.017], [7.210, 7.930, -1.708], [2.617, 9.313, -0.761], [4.389, 9.648, -0.660], [3.795, 8.343, -1.596], [3.398, 8.834, 2.426], [1.987, 8.796, 1.332], [2.559, 7.293, 2.190], [3.384, 4.565, -0.427], [2.877, 4.011, 1.134], [2.482, 5.656, 0.496], [5.095, 3.765, 2.430], [6.203, 5.082, 2.290], [5.900, 4.056, 0.877], [0.846, 5.359, 6.720], [2.107, 6.127, 6.478], [1.880, 7.833, 6.629], [0.708, 8.398, 6.049], [2.960, 8.761, 6.785], [2.828, 5.847, 5.012], [2.561, 4.543, 4.354], [4.093, 6.603, 4.675], [3.297, 5.754, 7.639], [2.961, 6.253, 9.029], [4.137, 4.558, 7.590], [0.929, 8.652, 5.013], [0.536, 9.351, 6.550], [-0.257, 7.903, 6.156], [3.162, 9.338, 5.882], [3.832, 8.281, 7.230], [2.695, 9.510, 7.531], [2.570, 4.693, 3.274], [3.274, 3.784, 4.676], [1.531, 4.270, 4.583], [4.741, 5.940, 4.101], [3.866, 7.548, 4.181], [4.649, 6.792, 5.593], [1.891, 6.193, 9.231], [3.451, 5.650, 9.793], [3.295, 7.283, 9.147], [3.556, 3.636, 7.556], [4.794, 4.440, 8.452], [4.742, 4.594, 6.684]]}

=====

2.
{"formula": "C3H13N4", "method": "wB97M-V/def2-TZVPD", "lumo_ev": -3.063, "max_force_ev_per_a": 0.9, "charge": 1, "energy_ev": -9276.512, "orbital_gap_ev": 9.730, "de_lowest_kcal_mol": 23.8, "elements": ["N", "C", "N", "N", "H", "H", "H", "H", "H", "C", "N", "C", "H", "H", "H", "H", "H", "H", "H", "H"], "positions_angstrom": [[-0.134, -2.255, -1.621], [-0.221, -2.085, -0.263], [0.631, -2.830, 0.457], [-1.042, -1.272, 0.353], [-0.758, -1.717, -2.196], [0.743, -2.494, -2.050], [1.438, -3.267, 0.047], [0.612, -2.719, 1.456], [-1.892, -1.159, -0.198], [-1.119, 2.240, 0.323], [0.003, 1.288, 0.050], [1.283, 1.738, 0.657], [-1.997, 1.936, -0.236], [-1.338, 2.257, 1.384], [-0.809, 3.233, 0.009], [0.088, 1.232, -0.962], [-0.283, 0.333, 0.403], [1.679, 2.581, 0.099], [2.007, 0.930, 0.604], [1.110, 2.030, 1.685]]}